(1)
DFT (ωB97M-V/def2-TZVPD) results for C21H23ClCoN4O4STe as an isolated structure.

```
! wB97M-V def2-TZVPD RIJCOSX def2/J DEFGRID3
* xyz -2 4
C -7.8164 -0.5446 -0.0091
H 3.8841 -0.7826 2.9169
H 0.4787 -0.9160 -3.2483
C 0.9705 5.2210 -2.8430
C 3.1137 -1.2302 0.2491
O 4.3466 -1.3381 0.2165
H -5.4679 -1.2984 -4.0779
H -4.1040 -0.8126 -3.0514
H -4.6598 -2.4744 -3.0173
H -0.8433 -1.7522 -2.4299
C -8.1922 -0.4231 -1.3416
C -5.9560 -1.1161 -1.9882
O 2.3114 -1.5951 -0.6959
C 2.8676 -0.4822 2.6978
H 3.0407 -0.9058 -1.9787
H -10.3326 -0.7122 -1.4416
N 1.7058 1.0997 -1.4569
C 1.7812 4.7435 -1.6312
C 0.2228 0.0745 2.0817
C -9.5807 0.0372 -1.7049
C -6.5335 -0.9341 0.3545
H 1.2220 4.9330 -0.7146
Cl -1.3704 0.4740 -2.9556
Te -3.5302 -1.5834 -0.1054
C -1.1650 0.0231 1.5844
H -5.4489 -0.3048 2.1068
N 3.3973 -0.1275 -2.5671
H 4.4034 -0.0877 -2.5114
N 1.3011 2.3672 -1.2051
N 1.1390 -0.2243 1.0900
H -5.7398 -2.0209 2.0233
H -7.5334 -0.6578 -3.3628
H -9.6590 0.2287 -2.7761
H 0.0398 4.6576 -2.9016
C 1.9798 -0.0109 3.7181
C 2.7988 1.0243 -2.1596
C -6.1913 -1.0507 1.8171
C -5.5691 -1.2124 -0.6363
H 2.3242 0.0913 4.7412
C 2.0470 3.2787 -1.7070
H -8.5522 -0.3240 0.7607
O -2.1516 0.2606 2.2951
C 0.6475 0.2135 3.3939
H 1.5303 5.0514 -3.7645
S 3.4078 2.6088 -2.6170
O -1.2399 -0.3177 0.3089
Co 0.5152 -0.4595 -0.6460
H -9.8348 0.9585 -1.1765
C 2.3942 -0.5890 1.4182
C -4.9953 -1.4395 -3.1025
H -7.0846 -0.9286 2.4355
C -7.2528 -0.7292 -2.3153
C -0.2327 -0.8425 -2.4186
H -0.0897 0.4666 4.1474
H 0.7392 6.2856 -2.7684
H 2.7289 5.2833 -1.5735
*
```

Output
Lowest unoccupied orbital energy (alpha / beta) = 4.03 / 4.02 eV
Highest occupied orbital energy (alpha / beta) = 1.18 / -1.80 eV
Total energy = -3843.219383 Ha
Largest force on an atom = 0.71 eV Å⁻¹
M = 649.5 g/mol
Relative energy (zero: lowest compared OMol25 entry of this formula, charge and spin) = 44.9 kcal/mol
HOMO-LUMO gap (alpha / beta) = 2.9 / 5.8 eV

Quick look at the Mulliken charges, all values in e: number 1, C, carries -1.01; number 2, H, carries 0.46; number 3, H, carries 0.30; number 4, C, carries -1.01; number 5, C, carries 0.39; number 6, O, carries -0.79; number 7, H, carries 0.34; number 8, H, carries 0.19; number 9, H, carries 0.31; number 10, H, carries 0.38; number 11, C, carries 0.76; number 12, C, carries 1.26; number 13, O, carries -0.76; number 14, C, carries -0.44; number 15, H, carries 0.52; number 16, H, carries 0.28; number 17, N, carries 0.77; number 18, C, carries -0.55; number 19, C, carries 0.16; number 20, C, carries -1.39; number 21, C, carries 1.42; number 22, H, carries 0.27; number 23, Cl, carries -0.36; number 24, Te, carries 0.42; number 25, C, carries 0.42; number 26, H, carries 0.31; number 27, N, carries -0.62; number 28, H, carries 0.28; number 29, N, carries -0.77; number 30, N, carries 0.59; number 31, H, carries 0.36; number 32, H, carries 0.17; number 33, H, carries 0.35; number 34, H, carries 0.30; number 35, C, carries -0.37; number 36, C, carries 0.05; number 37, C, carries -1.58; number 38, C, carries -0.79; number 39, H, carries 0.36; number 40, C, carries 0.33; number 41, H, carries 0.25; number 42, O, carries -0.79; number 43, C, carries -0.47; number 44, H, carries 0.30; number 45, S, carries -0.29; number 46, O, carries -0.99; number 47, Co, carries -0.06; number 48, H, carries 0.33; number 49, C, carries 0.12; number 50, C, carries -1.36; number 51, H, carries 0.34; number 52, C, carries -1.13; number 53, C, carries -0.60; number 54, H, carries 0.42; number 55, H, carries 0.33; number 56, H, carries 0.30

***

(2)
DFT (ωB97M-V/def2-TZVPD) results for a 2-piece molecular cluster, C10H14NO overall at a distorted geometry.

```
! wB97M-V def2-TZVPD RIJCOSX def2/J DEFGRID3
* xyz 1 1
C -0.1552 3.1256 -1.8127
C -0.4268 1.8265 -1.2580
H -1.4694 -0.1076 1.6972
H -1.3437 -0.8710 3.2932
N -0.9635 -1.9458 1.5080
C 1.0722 3.5271 -2.1658
C 0.2019 -2.3812 1.7338
C 1.9553 1.5148 -1.0222
H 2.7840 1.0161 -0.6085
C -1.6444 -2.5826 0.3297
H -2.3294 -1.9686 -0.1268
H 3.0637 2.7783 -2.1476
H -0.8384 -2.9949 -0.2879
H -1.3844 1.6618 -0.6474
C 0.6920 1.0899 -0.5022
H -0.6950 1.2127 -2.1112
H 1.3439 4.4228 -2.6001
O 0.3967 0.0808 0.2042
H -1.0095 3.6380 -2.1181
C -1.6756 -0.9779 2.2452
C 1.3447 -3.0980 1.6919
H 1.5142 -4.0251 2.1842
H -2.0658 -3.5777 0.7949
H 2.2133 -2.7784 1.1829
H -2.6918 -1.2533 2.2557
C 2.1110 2.6675 -1.7124
*
```

Output
Lowest unoccupied orbital energy = -3.43 eV
Highest occupied orbital energy = -11.93 eV
Total energy = -519.053625 Ha
Largest force on an atom = 5.36 eV Å⁻¹
M = 164.2 g/mol
Relative energy (zero: lowest compared OMol25 entry of this formula, charge and spin) = 104.1 kcal/mol
HOMO-LUMO gap = 8.5 eV

Quick look at the Mulliken charges, all values in e: number 1, C, carries -0.51; number 2, C, carries -0.28; number 3, H, carries 0.28; number 4, H, carries 0.35; number 5, N, carries 0.12; number 6, C, carries -0.52; number 7, C, carries 0.69; number 8, C, carries -0.72; number 9, H, carries 0.40; number 10, C, carries -0.94; number 11, H, carries 0.40; number 12, H, carries 0.38; number 13, H, carries 0.32; number 14, H, carries 0.28; number 15, C, carries 0.41; number 16, H, carries 0.32; number 17, H, carries 0.48; number 18, O, carries -0.51; number 19, H, carries 0.41; number 20, C, carries -0.83; number 21, C, carries -0.77; number 22, H, carries 0.31; number 23, H, carries 0.36; number 24, H, carries 0.31; number 25, H, carries 0.38; number 26, C, carries -0.12

***

(3)
DFT (ωB97M-V/def2-TZVPD) results for an isolated ion of composition C6H7N4O3S and charge +1 at a distorted geometry.

```
! wB97M-V def2-TZVPD RIJCOSX def2/J DEFGRID3
* xyz 1 1
N -2.7921 -0.9687 -0.3365
C 2.1780 -1.0739 0.0104
C -1.5736 -0.1284 -0.3691
H -0.4560 -1.8198 0.4529
C -0.1486 2.4159 0.1211
N -0.0117 3.7146 -0.1129
N -1.1043 1.7840 0.7849
N -1.5926 0.6807 0.8376
H 2.5709 -3.0524 -0.3010
H -0.8197 4.3195 -0.0253
S 1.2335 1.4942 -0.4993
C 2.0449 -2.5202 0.4953
C -0.3346 -0.7468 -0.0199
H 2.6986 -2.5401 1.4342
O -2.7029 -2.1212 -0.0492
H -1.3492 0.3430 -1.3208
H 0.9968 -2.8215 0.4234
H 0.8601 4.1486 -0.3995
O 3.1600 -0.5651 -0.4373
C 0.9144 -0.2398 -0.1408
O -3.7719 -0.3027 -0.5483
*
```

Output
Lowest unoccupied orbital energy (alpha / beta) = -6.17 / -6.17 eV
Highest occupied orbital energy (alpha / beta) = -14.17 / -14.17 eV
Total energy = -1075.276962 Ha
Largest force on an atom = 4.99 eV Å⁻¹
M = 215.2 g/mol
Relative energy (zero: lowest compared OMol25 entry of this formula, charge and spin) = 70.1 kcal/mol
HOMO-LUMO gap (alpha / beta) = 8.0 / 8.0 eV

Quick look at the Mulliken charges, all values in e: number 1, N, carries 0.95; number 2, C, carries 0.34; number 3, C, carries -0.01; number 4, H, carries 0.27; number 5, C, carries 0.73; number 6, N, carries -0.37; number 7, N, carries -0.03; number 8, N, carries -0.41; number 9, H, carries 0.31; number 10, H, carries 0.27; number 11, S, carries -0.15; number 12, C, carries -0.94; number 13, C, carries -0.41; number 14, H, carries 0.33; number 15, O, carries -0.54; number 16, H, carries 0.53; number 17, H, carries 0.31; number 18, H, carries 0.25; number 19, O, carries -0.49; number 20, C, carries 0.58; number 21, O, carries -0.53

***

(4)
DFT (ωB97M-V/def2-TZVPD) results for C6H15IN3O3Zn as an isolated structure at a distorted geometry.

```
! wB97M-V def2-TZVPD RIJCOSX def2/J DEFGRID3
* xyz 1 1
H -0.3690 -1.9641 -2.4771
H 0.7830 -1.4945 -1.1896
H 2.7290 -0.1201 2.0810
O 5.1102 -1.7569 3.2778
C 0.8874 -0.3241 -3.0171
O -3.5374 2.7161 0.7300
C 4.0156 -1.5087 2.8156
N 3.5816 -0.2437 2.5995
H -3.0255 0.6403 -1.5789
Zn 0.4427 3.0879 2.7231
C 0.6414 -1.6087 -2.2655
H 4.2047 0.5350 2.7204
H 3.4873 -3.4993 2.1663
N 0.4171 0.8135 -2.4204
O 1.4241 -0.2989 -4.1037
H 0.7553 1.6771 -2.8136
I 0.1323 0.8003 1.5029
H -5.9457 2.6328 -0.2687
H -5.6677 0.8870 -0.5595
H 2.5540 -2.8476 3.5194
C 2.9964 -2.6117 2.5504
H -5.2338 2.0424 -1.7833
N -2.8880 1.2055 -0.7602
H -2.0175 1.3290 -0.2909
H 0.1554 0.7066 -1.4593
H 2.1962 -2.3023 1.8740
C -5.2807 1.8977 -0.6992
C -3.8618 1.9638 -0.1902
H 1.3134 -2.3546 -2.6832
*
```

Output
Lowest unoccupied orbital energy = -8.97 eV
Highest occupied orbital energy = -12.21 eV
Total energy = -2704.354682 Ha
Largest force on an atom = 1.82 eV Å⁻¹
M = 369.5 g/mol
HOMO-LUMO gap = 3.2 eV

Quick look at the Mulliken charges, all values in e: number 1, H, carries 0.25; number 2, H, carries 0.08; number 3, H, carries 0.06; number 4, O, carries -0.58; number 5, C, carries 0.65; number 6, O, carries -0.63; number 7, C, carries 0.60; number 8, N, carries -0.27; number 9, H, carries 0.17; number 10, Zn, carries 0.74; number 11, C, carries -0.71; number 12, H, carries 0.21; number 13, H, carries 0.29; number 14, N, carries -0.30; number 15, O, carries -0.59; number 16, H, carries 0.22; number 17, I, carries 0.33; number 18, H, carries 0.29; number 19, H, carries 0.31; number 20, H, carries 0.23; number 21, C, carries -0.73; number 22, H, carries 0.33; number 23, N, carries -0.21; number 24, H, carries 0.06; number 25, H, carries 0.06; number 26, H, carries 0.16; number 27, C, carries -1.05; number 28, C, carries 0.72; number 29, H, carries 0.31

***

(5)
DFT (ωB97M-V/def2-TZVPD) results for C2H3FOSm as an isolated structure at a distorted geometry.

```
! wB97M-V def2-TZVPD RIJCOSX def2/J DEFGRID3
* xyz 2 7
O 0.7349 -0.3222 -0.0492
H -0.7929 -0.9977 1.2416
Sm 2.9047 0.9614 0.2449
C -0.5375 -0.1562 0.5780
H -0.6070 0.8391 1.0429
H 0.5495 -0.9075 -0.9179
C -1.2723 -0.2325 -0.7050
F -0.9794 0.8157 -1.4354
*
```

Output
Lowest unoccupied orbital energy (alpha / beta) = -10.22 / -10.16 eV
Highest occupied orbital energy (alpha / beta) = -16.03 / -17.48 eV
Total energy = -910.136427 Ha
Largest force on an atom = 4.40 eV Å⁻¹
M = 212.4 g/mol
Relative energy (zero: lowest compared OMol25 entry of this formula, charge and spin) = 102.8 kcal/mol
HOMO-LUMO gap (alpha / beta) = 5.8 / 7.3 eV

Quick look at the Mulliken charges, all values in e: number 1, O, carries -0.55; number 2, H, carries 0.24; number 3, Sm, carries 1.84; number 4, C, carries 0.05; number 5, H, carries 0.28; number 6, H, carries 0.39; number 7, C, carries -0.11; number 8, F, carries -0.13

***

(6)
DFT (ωB97M-V/def2-TZVPD) results for C2H4N2O3 as an isolated structure at a distorted geometry.

```
! wB97M-V def2-TZVPD RIJCOSX def2/J DEFGRID3
* xyz 0 1
N -0.8190 -0.8765 -0.2567
C 1.3034 0.7638 0.7873
O 0.9136 0.7728 -0.6198
O 0.4178 -1.4385 0.3533
H 2.5252 0.6809 0.9290
O 0.4525 1.0548 1.5824
H -2.1380 1.0563 -1.2969
C -0.3290 0.3551 -0.8637
H -1.5629 -0.9462 0.6016
H 0.3140 -2.6205 -0.0526
N -1.0776 1.1979 -1.1638
*
```

Output
Lowest unoccupied orbital energy = 0.24 eV
Highest occupied orbital energy = -9.73 eV
Total energy = -413.650636 Ha
Largest force on an atom = 11.14 eV Å⁻¹
M = 104.1 g/mol
Relative energy (zero: lowest compared OMol25 entry of this formula, charge and spin) = 151.3 kcal/mol
HOMO-LUMO gap = 10.0 eV

Quick look at the Mulliken charges, all values in e: number 1, N, carries -0.31; number 2, C, carries 0.28; number 3, O, carries -0.35; number 4, O, carries -0.51; number 5, H, carries 0.29; number 6, O, carries -0.44; number 7, H, carries 0.26; number 8, C, carries 0.57; number 9, H, carries 0.32; number 10, H, carries 0.36; number 11, N, carries -0.48